Entry 1:
The ion C7H14NO with charge +1, computed with ωB97M-V with the def2-TZVPD basis set.

Geometry as XYZ:
```
23
Properties=species:S:1:pos:R:3:forces:R:3:lowdin_charge:R:1
C -0.186755 -1.318824 0.700008 -0.014 -2.147 0.835 -0.014
C -0.924256 -0.451999 1.342259 -0.977 2.726 0.328 -0.259
C 0.294899 0.807789 -0.280646 -2.397 0.153 0.690 -0.390
C -1.996049 -0.555835 2.420184 -0.675 1.353 -1.343 0.027
C 1.410408 1.827886 -0.025558 -1.787 1.077 -0.259 0.050
C -0.470866 0.898809 -1.617660 -0.964 1.457 1.167 0.012
C 0.959737 -1.344676 -1.428481 1.547 -1.844 -2.602 -0.030
N 0.723129 -0.636689 -0.190946 2.643 -0.843 1.489 -0.115
O -0.723641 0.811264 0.802087 0.544 0.451 0.164 0.013
H -0.066351 -2.387394 0.908910 0.064 0.608 -0.348 0.157
H -2.923916 -0.049933 1.976716 1.041 -1.148 0.322 0.123
H -1.902670 0.058642 3.357904 0.811 -0.927 -0.892 0.114
H -2.124016 -1.624482 2.555930 -0.446 0.098 0.549 0.085
H 1.420505 2.331000 0.926278 -0.643 -0.456 0.852 0.100
H 1.344676 2.710536 -0.678682 0.031 -0.707 -0.398 0.112
H 2.344206 1.382579 -0.080637 1.968 -0.870 -0.590 0.066
H -1.195706 1.771152 -1.605201 0.728 -1.152 0.369 0.136
H -1.008086 -0.056836 -1.745096 0.022 0.905 -0.344 0.095
H 0.207884 1.164594 -2.404123 0.337 -0.388 -0.640 0.086
H -0.005381 -1.702396 -1.899866 1.359 0.419 0.606 0.125
H 1.519029 -0.616380 -2.131069 -0.818 -1.581 0.996 0.142
H 1.639357 -2.283406 -1.175041 -1.466 2.003 -0.706 0.159
H 1.663865 -0.735400 0.272729 -0.907 0.813 -0.246 0.205
```
Positions in Å, forces in eV/Å.

lowest unoccupied orbital energy	-3.030	eV
SMILES	CC1=C[N@@H+](C)C(C)(C)O1
total charge	+1
orbital gap	0.385	Eh
largest force on an atom	3.5	eV/A
energy relative to the best compared isomer or geometry (same formula, charge and spin)	55.96	kcal per mole

=====

Entry 2:
A cluster of 5 separate species, C24H61N6O6 in total, computed with ωB97M-V with the def2-TZVPD basis set.

Geometry as XYZ:
```
97
Properties=species:S:1:pos:R:3:forces:R:3:lowdin_charge:R:1
C 0.744088 -4.334581 -2.140548 -1.335 -0.103 1.251 -0.156
N 2.187077 -4.082373 -2.450161 -0.535 -0.433 -1.762 -0.135
C 2.450531 -3.120208 -3.574578 1.281 0.423 -1.036 -0.265
C 2.370943 -1.523885 -3.178260 0.192 0.646 0.184 -0.167
C 0.953409 -0.999825 -2.575784 -0.008 0.774 0.525 -0.218
C -0.280152 -0.868295 -3.644152 -1.200 0.783 0.555 -0.182
C -1.675350 -1.545999 -3.018413 -0.092 -0.571 -0.275 -0.211
C -2.403328 -2.593583 -4.062902 -0.358 0.342 0.859 -0.274
N -3.565727 -3.227903 -3.285423 -0.065 0.745 -0.609 -0.088
C 1.680274 -3.423227 -4.988002 -1.714 0.990 -6.567 -0.429
O 0.970527 -4.497740 -5.320577 3.164 4.031 2.925 -0.156
O 1.858011 -2.396744 -6.068176 -0.375 -4.180 5.794 -0.324
H 0.456920 -5.491390 -2.108437 0.777 2.470 -0.172 0.099
H -0.038868 -3.812541 -2.834323 1.719 -1.014 1.030 0.065
H 0.546710 -3.897221 -1.046978 0.166 -0.957 -2.073 0.068
H 2.640313 -5.011816 -2.696915 -0.857 1.883 0.413 0.093
H 3.608247 -3.284560 -3.836993 -2.514 0.352 0.411 0.153
H 3.207750 -1.259444 -2.368949 -1.741 -0.885 -1.510 0.104
H 2.644656 -0.842662 -4.119348 -0.759 -1.897 1.824 0.122
H 1.149348 0.104622 -2.164099 -0.301 -2.282 -0.826 0.098
H 0.602633 -1.606651 -1.609452 0.908 1.134 -2.264 0.087
H -0.055750 -1.249875 -4.725696 -0.146 0.356 2.154 0.106
H -0.545349 0.290293 -3.756890 0.716 -2.403 0.139 0.100
H -2.455482 -0.711030 -2.693980 1.541 -1.619 -0.788 0.098
H -1.459578 -2.172355 -2.030582 -0.303 1.305 -2.121 0.095
H -1.660967 -3.451282 -4.350633 -1.338 1.825 0.241 0.115
H -2.879177 -2.041096 -4.979043 1.510 -0.895 1.369 0.111
H -4.194799 -2.446676 -2.969561 0.728 -1.154 -0.564 0.052
H -4.121520 -3.865486 -3.898500 0.655 0.921 0.623 0.053
C 5.458697 -7.188449 -1.104647 0.245 0.013 -0.207 -0.075
C 4.829672 -6.059170 -0.291375 -0.391 -0.404 0.115 -0.416
C 4.841173 -6.315082 1.233425 -0.264 0.284 -0.072 -0.199
O 3.856631 -7.251955 1.680653 0.647 0.012 0.014 -0.195
C 4.226610 -8.613356 1.516408 -0.447 0.165 0.065 -0.114
N 3.466565 -5.816262 -0.786167 0.332 -0.492 0.880 0.038
H 4.802833 -8.057528 -1.197301 0.001 0.120 0.074 0.063
H 5.677702 -6.845942 -2.122248 -0.111 -0.023 0.179 0.079
H 6.401740 -7.516019 -0.655109 -0.055 -0.014 -0.022 0.073
H 5.426638 -5.157102 -0.475692 -0.120 -0.017 0.125 0.137
H 4.595469 -5.371154 1.735016 -0.102 -0.156 -0.059 0.120
H 5.838432 -6.601934 1.586985 0.045 -0.191 -0.040 0.112
H 5.299332 -8.771501 1.661197 0.015 0.054 -0.090 0.087
H 3.915296 -8.967902 0.532696 0.202 -0.151 -0.054 0.073
H 3.686260 -9.201683 2.262553 0.031 0.130 0.008 0.084
H 3.085041 -4.999275 -0.306608 0.041 0.042 -0.508 0.078
H 2.880322 -6.586989 -0.452295 0.195 0.111 -0.143 0.083
C 1.008976 0.813170 3.346154 -0.098 0.270 0.202 -0.073
C 2.047365 0.702507 2.231768 -0.246 -0.440 -0.006 -0.425
C 1.469738 0.172075 0.899242 0.314 -0.180 -0.102 -0.200
O 1.228652 -1.238119 0.881910 -0.195 0.654 0.157 -0.207
C 0.007170 -1.630845 1.491025 0.269 -0.299 -0.159 -0.103
N 3.165933 -0.127875 2.702037 0.080 -0.130 -0.273 0.030
H 0.756970 -0.155042 3.785584 0.067 0.039 -0.132 0.064
H 1.390995 1.441040 4.158945 0.018 -0.122 -0.114 0.073
H 0.086683 1.273585 2.977224 0.054 -0.066 -0.021 0.064
H 2.427767 1.714322 2.043104 0.003 -0.132 -0.099 0.133
H 2.214873 0.350821 0.114521 -0.062 -0.166 0.082 0.115
H 0.569946 0.723107 0.601665 -0.119 -0.042 0.133 0.113
H -0.787696 -0.895116 1.337406 0.054 0.069 0.044 0.090
H 0.163001 -1.811489 2.555634 -0.207 0.078 0.134 0.070
H -0.305001 -2.576685 1.040720 0.085 0.106 -0.079 0.079
H 3.900162 -0.120355 1.992209 -0.116 0.054 0.186 0.072
H 2.842877 -1.099883 2.703995 0.053 0.302 0.046 0.071
C -4.919002 3.971031 1.352382 -0.246 0.205 0.040 -0.064
C -4.168839 3.132277 2.384904 0.213 -0.174 -0.419 -0.424
C -2.631819 3.277225 2.300069 0.031 -0.284 0.104 -0.190
O -2.032348 2.565160 1.213485 -0.150 0.533 0.386 -0.201
C -2.098284 3.238660 -0.035244 0.136 -0.372 -0.107 -0.091
N -4.585203 1.728285 2.253261 0.345 -0.061 0.091 0.036
H -4.885389 3.535939 0.350581 0.081 -0.006 0.135 0.069
H -5.976507 4.053601 1.627434 0.164 -0.086 -0.026 0.078
H -4.509959 4.985279 1.300409 -0.016 -0.150 -0.033 0.051
H -4.476368 3.489110 3.375946 0.133 -0.081 -0.025 0.133
H -2.201753 2.839364 3.209071 -0.026 -0.084 -0.143 0.118
H -2.325674 4.329835 2.289923 -0.059 0.052 -0.193 0.101
H -2.016577 4.324000 0.074618 -0.069 -0.001 0.086 0.083
H -3.021043 2.973304 -0.553325 -0.044 0.194 -0.113 0.076
H -1.265199 2.889444 -0.650756 -0.038 -0.004 0.138 0.089
H -4.155817 1.187628 3.005804 -0.186 0.099 -0.108 0.072
H -4.141807 1.357936 1.407440 -0.211 0.123 0.194 0.074
C -3.347469 9.708275 2.243879 -0.228 0.219 0.040 -0.076
C -2.973112 8.914236 0.994192 0.305 -0.128 0.315 -0.427
C -2.968808 7.383601 1.212766 0.251 0.060 -0.275 -0.208
O -1.828945 6.893809 1.925425 -0.652 0.073 -0.025 -0.208
C -1.918447 7.028281 3.336517 0.399 -0.093 -0.128 -0.109
N -1.673982 9.390655 0.497032 0.057 -0.391 -0.076 0.034
H -2.530703 9.765827 2.967495 -0.037 -0.084 -0.119 0.064
H -3.606448 10.738449 1.974700 0.097 -0.180 0.001 0.076
H -4.217162 9.267242 2.741716 0.088 0.027 -0.019 0.078
H -3.732319 9.133329 0.232831 0.112 -0.141 0.018 0.136
H -2.926268 6.903049 0.227766 0.110 0.027 0.117 0.119
H -3.897480 7.040563 1.683626 0.028 0.110 0.168 0.104
H -2.941732 6.898706 3.700945 -0.022 0.083 -0.053 0.093
H -1.520628 7.996392 3.644428 -0.163 0.047 0.185 0.073
H -1.289695 6.257055 3.788978 -0.063 0.002 -0.127 0.088
H -1.472725 8.926283 -0.390019 -0.059 0.204 0.119 0.074
H -0.954700 9.025788 1.128440 -0.216 0.194 -0.144 0.072
```
Positions in Å, forces in eV/Å.

lowest unoccupied orbital energy	1.844	eV
total charge	-1
orbital gap	0.204	Eh
largest force on an atom	7.2	eV/A

=====

Entry 3:
A cluster of 2 separate species, CH4F2Si in total, computed with ωB97M-V with the def2-TZVPD basis set.

Geometry as XYZ:
```
8
Properties=species:S:1:pos:R:3:forces:R:3:lowdin_charge:R:1
C -1.842710 0.096339 0.450425 -0.788 -1.828 -0.646 0.045
F 2.333202 -1.445354 0.052813 -0.354 0.451 -1.079 -0.227
F 2.365036 0.992842 0.375515 -0.201 0.127 -0.204 -0.230
Si 1.513330 -0.118756 -0.412151 -0.364 -0.233 1.958 0.578
H -1.781877 1.042116 -0.040299 0.411 0.454 0.422 -0.026
H -2.562916 -0.625850 0.065368 -0.026 0.441 -0.444 -0.020
H -1.351642 -0.408562 1.251477 0.762 0.946 0.699 -0.048
H 1.327580 0.467226 -1.743150 0.560 -0.359 -0.705 -0.072
```
Positions in Å, forces in eV/Å.

lowest unoccupied orbital energy (spin up / spin down)	-0.752 / -0.081	eV
total charge	0
orbital gap (spin up / spin down)	0.307 / 0.302	Eh
largest force on an atom	2.1	eV/A
energy relative to the best compared isomer or geometry (same formula, charge and spin)	101.44	kcal per mole

=====

Entry 4:
A cluster of 6 separate species, C20H30FO15 in total, computed with ωB97M-V with the def2-TZVPD basis set.

Geometry as XYZ:
```
66
Properties=species:S:1:pos:R:3:forces:R:3:lowdin_charge:R:1
F 0.006803 0.284788 -0.122000 -0.087 -0.014 0.122 -0.599
C 2.274803 -3.044212 -1.205000 -1.581 3.868 2.126 -0.017
C 3.094803 -1.883212 -1.732000 -0.880 -2.738 -1.816 -0.247
C 3.152803 -0.590212 -0.929000 2.133 -1.564 -4.317 -0.039
O 4.489803 -0.610212 -0.491000 -0.524 4.749 1.882 0.125
C 5.174803 -1.536212 -0.960000 3.539 -3.282 -0.113 -0.709
O 6.299803 -1.807212 -0.642000 0.667 0.319 -0.079 0.134
O 4.478803 -2.291212 -1.760000 -1.214 -1.289 -1.604 0.106
H 1.212803 -2.752212 -1.069000 0.425 0.105 -0.479 0.099
H 2.566803 -3.254212 -0.234000 0.840 -0.866 2.058 0.065
H 2.330803 -3.845212 -1.799000 0.359 -3.084 -2.260 0.042
H 2.765803 -2.028212 -2.805000 0.520 2.094 0.717 0.169
H 2.758803 -0.609212 -0.041000 -4.097 0.193 4.157 0.073
H 2.964803 0.195788 -1.597000 -0.409 1.628 -0.200 0.131
C 1.531803 -0.776212 3.638000 0.023 -0.686 0.548 0.000
C 0.040803 -0.917212 3.233000 1.518 2.905 -0.956 -0.374
C -0.194197 -1.830212 2.095000 -0.800 -0.604 -4.847 -0.084
O -0.931197 -2.907212 2.750000 -0.126 -1.745 -3.553 0.073
C -1.343197 -2.540212 3.909000 -0.111 -4.530 4.671 -0.626
O -1.805197 -3.261212 4.831000 0.121 1.892 -3.344 0.074
O -0.839197 -1.404212 4.149000 -0.254 3.150 4.574 0.120
H 2.110803 -0.326212 2.795000 -0.602 -0.463 0.542 0.080
H 1.821803 -1.829212 3.781000 0.560 0.325 -0.088 0.086
H 1.825803 -0.243212 4.587000 -0.902 -0.309 -0.965 0.095
H -0.422197 0.040788 3.048000 0.663 0.683 -0.713 0.141
H 0.691803 -2.346212 1.477000 -1.775 1.365 1.796 0.162
H -0.862197 -1.224212 1.238000 1.764 -1.819 2.092 0.146
C 3.474803 2.570788 1.305000 -2.125 1.528 -4.382 -0.002
C 2.076803 2.861788 0.799000 -1.173 -1.353 -2.050 -0.330
C 0.992803 2.900788 1.912000 0.815 -2.145 0.837 -0.058
O 0.610803 4.306788 1.933000 -1.640 -3.048 2.946 0.101
C 1.131803 4.926788 0.964000 1.814 2.237 -3.954 -0.633
O 0.911803 6.056788 0.632000 -0.030 -0.042 0.470 0.142
O 2.006803 4.151788 0.234000 -0.388 0.983 0.612 0.051
H 3.903803 2.172788 0.440000 1.585 -0.105 -1.662 0.063
H 3.454803 1.740788 1.811000 -0.049 -4.165 4.019 0.017
H 4.024803 3.375788 1.616000 1.077 1.924 1.293 0.077
H 1.742803 2.155788 -0.200000 0.839 1.239 3.390 0.193
H 1.468803 2.563788 2.988000 -1.434 1.069 -2.638 0.173
H 0.197803 2.138788 1.552000 0.630 1.619 0.985 0.117
C -2.840197 -3.452212 -0.374000 -2.006 -0.290 -1.036 -0.003
C -2.783197 -2.099212 -1.186000 -0.416 -1.118 2.508 -0.268
C -2.160197 -2.127212 -2.563000 -2.053 8.871 0.556 -0.074
O -3.283197 -2.062212 -3.423000 1.665 -0.339 -1.868 0.108
C -4.382197 -1.807212 -2.784000 -3.533 0.448 1.572 -0.568
O -5.484197 -1.607212 -3.256000 1.985 -0.335 0.342 0.130
O -4.180197 -1.853212 -1.426000 0.483 0.963 -1.015 0.059
H -3.708197 -3.503212 0.338000 0.701 0.857 -0.604 0.103
H -2.045197 -3.852212 0.201000 1.427 0.255 0.210 0.051
H -3.147197 -4.222212 -1.091000 0.266 -0.138 -0.118 0.083
H -2.307197 -1.375212 -0.542000 -0.266 0.784 0.025 0.112
H -1.687197 -2.914212 -2.586000 4.423 -8.553 -1.339 0.029
H -1.305197 -1.312212 -2.837000 -2.515 -1.314 0.847 0.186
C -2.051197 1.556788 -2.806000 -2.008 5.985 0.053 0.000
C -2.784197 2.044788 -1.539000 -1.186 -1.410 1.194 -0.284
C -1.863197 2.778788 -0.551000 -3.189 -0.011 -0.361 -0.074
O -2.210197 4.176788 -0.726000 2.949 -0.750 1.418 0.114
C -3.330197 4.277788 -1.313000 -3.722 2.124 -4.140 -0.567
O -3.868197 5.343788 -1.643000 0.970 -2.728 1.383 0.091
O -3.806197 3.048788 -1.794000 0.798 0.384 0.965 0.054
H -1.422197 2.479788 -3.154000 -1.027 -2.237 -0.024 0.152
H -2.631197 0.980788 -3.468000 -1.394 0.479 -1.604 0.067
H -1.581197 0.808788 -2.417000 4.518 -4.018 2.437 -0.031
H -3.204197 1.122788 -0.866000 0.468 2.032 -2.114 0.191
H -0.899197 2.472788 -0.738000 2.561 0.106 -0.065 0.078
H -2.231197 2.507788 0.413000 0.415 -0.068 0.961 0.125
```
Positions in Å, forces in eV/Å.

lowest unoccupied orbital energy	2.107	eV
total charge	-1
orbital gap	0.346	Eh
largest force on an atom	9.7	eV/A
energy relative to the best compared isomer or geometry (same formula, charge and spin)	196.45	kcal per mole